Here is one molecule with the formula C27H22OS in a non-equilibrium geometry from the OMol25 dataset. Energies are from ωB97M-V/def2-TZVPD.

```
51
Properties=species:S:1:pos:R:3:forces:R:3:mulliken_charge:R:1
C 9.561 -1.031 -1.383 -0.4 0.3 0.4 -0.835
O 8.803 -0.117 -0.567 0.2 -0.3 -0.3 -0.446
C 7.445 -0.171 -0.570 -0.9 -0.1 0.1 0.773
C 6.780 0.866 0.135 0.4 -0.5 -0.5 -1.180
C 5.399 0.883 0.205 0.3 0.0 0.1 -0.419
C 4.630 -0.124 -0.397 -0.2 0.0 0.0 -0.578
C 3.132 -0.116 -0.126 -0.6 0.3 -1.6 3.315
S 2.992 -0.136 1.673 1.3 -0.1 1.5 -0.369
C 1.306 -0.093 2.093 -1.0 0.0 0.7 0.388
C 0.625 -1.283 2.408 0.1 0.4 -0.1 -0.340
C -0.702 -1.235 2.814 0.1 -0.1 0.0 -0.616
C -1.368 -0.015 2.959 0.2 0.0 -0.1 0.956
C -2.834 0.010 3.287 -0.2 0.1 0.0 -1.435
C -0.641 1.166 2.782 -0.1 0.0 0.0 -0.720
C 0.686 1.134 2.375 0.1 -0.3 -0.1 -0.384
C 2.253 -1.261 -0.635 -0.2 0.4 -0.2 -1.354
C 2.499 -2.623 -0.682 -0.6 -0.1 -0.1 -0.060
C 1.455 -3.476 -1.107 0.3 0.4 0.2 -0.998
C 0.199 -2.957 -1.442 0.0 -0.1 0.0 -0.736
C -0.040 -1.579 -1.406 0.4 0.0 0.1 -0.323
C 0.994 -0.740 -1.002 0.2 -0.7 -0.2 0.322
C 1.052 0.718 -0.983 0.3 0.8 -0.1 0.268
C 0.090 1.657 -1.345 0.5 0.0 0.1 -0.514
C 0.461 3.009 -1.374 0.0 0.0 0.0 -0.849
C 1.784 3.396 -1.121 0.0 -0.5 0.1 -0.890
C 2.758 2.440 -0.766 -0.6 0.1 0.0 -0.388
C 2.359 1.121 -0.631 -0.3 -0.5 -0.3 -0.168
C 5.276 -1.108 -1.143 0.1 0.1 0.3 -0.504
C 6.673 -1.169 -1.201 0.5 0.6 0.1 -0.843
H 10.592 -0.698 -1.263 -0.1 -0.1 -0.1 0.252
H 9.461 -2.064 -1.024 0.0 0.2 -0.1 0.321
H 9.269 -0.972 -2.440 0.0 0.0 0.2 0.348
H 7.374 1.641 0.618 -0.1 -0.2 -0.2 0.392
H 4.916 1.703 0.743 0.2 -0.5 0.0 0.487
H 1.179 -2.220 2.376 -0.2 0.1 -0.2 0.417
H -1.234 -2.161 3.041 0.1 0.2 -0.1 0.371
H -3.204 1.036 3.357 0.0 -0.1 0.0 0.357
H -3.408 -0.494 2.502 0.1 0.1 0.1 0.309
H -3.073 -0.500 4.226 0.2 0.1 -0.1 0.335
H -1.126 2.123 2.983 0.1 -0.2 -0.1 0.307
H 1.286 2.041 2.313 -0.3 -0.1 -0.2 0.399
H 3.479 -3.006 -0.401 -0.3 -0.1 0.0 0.661
H 1.646 -4.548 -1.167 -0.1 0.3 0.0 0.389
H -0.602 -3.638 -1.743 0.3 0.2 0.1 0.396
H -0.988 -1.140 -1.706 0.0 -0.3 0.1 0.413
H -0.909 1.313 -1.605 0.1 0.3 0.0 0.415
H -0.291 3.767 -1.615 0.3 -0.3 0.0 0.387
H 2.072 4.444 -1.195 -0.1 -0.2 0.0 0.423
H 3.798 2.715 -0.618 -0.3 0.1 0.0 0.465
H 4.689 -1.846 -1.683 0.2 0.1 0.2 0.701
H 7.161 -1.981 -1.740 -0.2 0.3 0.1 0.385
```
Forces are in eV/Å.

Output
lowest unoccupied orbital energy: 0.546 eV
Kohn-Sham gap: 8.5 eV
E_HOMO: -7.94 eV
SMILES: COc1ccc(C2(Sc3ccc(C)cc3)c3ccccc3-c3ccccc32)cc1